Record 1
DFT (wB97M-V/def2-TZVPD) results for C50H54AsF5MgN5O3P2S as an isolated structure.

Computed properties:
* spin multiplicity: 1
* total charge: -1
* E_tot: -6453.5019 a.u.
* M: 1061.25 Da
* gap between HOMO and LUMO: 0.263 hartree
* E_LUMO: 2.40 eV

Atoms and positions in Å:
Mg 0.1307 -0.7521 1.5891
C -1.3755 0.4397 -2.9649
N -0.1226 0.8232 -3.5803
C 1.0993 0.2147 -3.1110
P 0.8773 -0.9795 -1.6965
C -0.0065 -2.3397 -2.5708
C 0.3297 -2.8341 -3.8321
C -0.4012 -3.8643 -4.4078
C -1.4872 -4.4106 -3.7309
C -1.8423 -3.9175 -2.4833
C -1.1046 -2.8897 -1.9069
C 2.6291 -1.5245 -1.6711
C 3.5656 -0.5812 -1.2333
C 4.9046 -0.9180 -1.1001
C 5.3329 -2.2090 -1.3880
C 4.4097 -3.1563 -1.8079
C 3.0676 -2.8162 -1.9463
C -0.0404 1.8115 -4.5610
C -1.1727 2.4398 -5.1243
C -1.0495 3.4180 -6.0958
C 0.1922 3.8229 -6.5657
C 1.3137 3.2069 -6.0348
C 1.2113 2.2230 -5.0611
P -1.4687 0.9273 -1.1340
C -3.2803 1.1067 -0.9389
C -4.0719 0.0030 -1.2763
C -5.4406 0.0121 -1.0493
C -6.0414 1.1181 -0.4606
C -5.2630 2.2083 -0.0993
C -3.8928 2.2022 -0.3329
C -0.8517 2.6433 -1.3247
C -1.5229 3.6562 -2.0124
C -0.9567 4.9161 -2.1320
C 0.2889 5.1787 -1.5685
C 0.9725 4.1772 -0.8941
C 0.4023 2.9148 -0.7749
H -1.5553 -0.6330 -3.0691
H -2.1935 0.9488 -3.4463
H 1.7878 0.9747 -2.7278
H 1.6134 -0.2877 -3.9349
H 1.1748 -2.4207 -4.3717
H -0.1237 -4.2416 -5.3851
H -2.0532 -5.2193 -4.1783
H -2.6894 -4.3292 -1.9475
H -1.3724 -2.5219 -0.9220
H 3.2458 0.4173 -0.9531
H 5.6093 -0.1704 -0.7558
H 6.3777 -2.4745 -1.2801
H 4.7302 -4.1677 -2.0289
H 2.3637 -3.5690 -2.2813
H -2.1703 2.1763 -4.8152
H -1.9516 3.8715 -6.4914
H 0.2803 4.5912 -7.3234
H 2.3013 3.4923 -6.3784
H 2.1222 1.7836 -4.6874
H -3.6114 -0.8866 -1.6956
H -6.0337 -0.8543 -1.3158
H -7.1074 1.1223 -0.2685
H -5.7195 3.0696 0.3744
H -3.2979 3.0547 -0.0262
H -2.4935 3.4610 -2.4559
H -1.4824 5.6931 -2.6745
H 0.7281 6.1645 -1.6659
H 1.9464 4.3537 -0.4552
H 0.9551 2.1359 -0.2560
O 3.2789 1.7216 1.1285
C 2.7531 0.7419 1.6615
O 1.6906 0.1850 1.2151
C 3.4086 0.1362 2.8933
C 4.6984 0.6196 3.1496
C 5.4416 0.2145 4.2382
C 4.8779 -0.7033 5.1201
C 3.6078 -1.1912 4.8892
C 2.8286 -0.8059 3.7760
S 1.2351 -1.5868 3.6873
H 5.0949 1.3408 2.4467
H 6.4367 0.6096 4.4048
H 5.4319 -1.0394 5.9894
H 3.1683 -1.9037 5.5769
C -1.8146 1.7333 2.1044
N -0.7749 1.0018 2.8887
C -1.4265 0.5198 4.1379
N -2.0051 1.6259 4.9067
C -2.9863 2.3258 4.0736
N -2.3905 2.8574 2.8431
C -1.2981 3.7649 3.2097
N -0.2777 3.1061 4.0295
C 0.2743 1.9848 3.2646
C -0.9308 2.5702 5.2282
H -2.6080 1.0349 1.8378
H -1.3505 2.1216 1.1969
H -0.6750 0.0128 4.7372
H -2.2031 -0.1975 3.8713
H -3.4079 3.1546 4.6464
H -3.7865 1.6334 3.8076
H -1.7103 4.6097 3.7654
H -0.8286 4.1371 2.2962
H 1.0213 1.4679 3.8688
H 0.7505 2.3655 2.3604
H -1.3503 3.4005 5.8000
H -0.1829 2.0614 5.8383
F -2.2003 -3.5206 1.2873
C -2.6579 -2.4972 2.1307
F -1.8147 -1.3176 1.6467
C -3.9493 -2.0679 1.4403
F -3.9038 -2.0309 0.0826
F -4.9355 -2.9231 1.7618
F -4.3230 -0.8316 1.8297
C 3.0275 -3.7612 1.6827
As 1.1268 -3.8445 1.4284
C 0.3627 -4.6720 2.9869
C 0.8487 -5.2559 0.1477
O 0.5332 -2.4675 0.6831
H 3.2761 -4.1942 2.6507
H 3.3239 -2.7133 1.6714
H 3.5293 -4.2945 0.8768
H 0.5037 -5.7435 2.8427
H -0.6984 -4.4301 3.0576
H 0.8889 -4.3157 3.8649
H 1.4347 -6.1272 0.4381
H 1.1328 -4.9240 -0.8491
H -0.2118 -5.5039 0.1490

Cartesian forces (eV/Å) of the 2 atoms listed first:
Mg -0.4 -0.4 0.5
C 0.0 0.2 0.2

Record 2
DFT (wB97M-V/def2-TZVPD) results for C50H54BrClN10O2STl as an isolated structure at a distorted geometry.

Computed properties:
* spin multiplicity: 1
* total charge: -1
* E_tot: -6240.7239 a.u.
* M: 1178.86 Da
* gap between HOMO and LUMO: 0.217 hartree
* E_LUMO: 1.85 eV

Atoms and positions in Å:
Tl 0.5462 -2.2754 -1.0336
C -4.3570 -1.9846 2.0386
C -3.6692 -1.2749 1.0641
C -2.3006 -1.3761 0.9579
C -1.5627 -2.1819 1.8400
C -2.2646 -2.8848 2.8331
C -3.6406 -2.7981 2.9037
N -0.2348 -2.3663 1.5979
C 0.7268 -2.3593 2.4893
C 0.5875 -1.8285 3.8127
C 1.6302 -1.7885 4.6838
C 2.9032 -2.2803 4.3250
C 3.0988 -2.7699 3.0704
C 2.0501 -2.8161 2.1155
N 2.2233 -3.2317 0.8602
N 3.4094 -3.6393 0.4825
C 3.4563 -4.1217 -0.7861
C 4.7194 -4.4399 -1.3282
C 4.7884 -5.0024 -2.5793
C 3.6101 -5.2269 -3.2875
C 2.4108 -4.8769 -2.6875
N 2.3282 -4.3494 -1.4834
H -5.4374 -1.9331 2.1013
H -4.2055 -0.6455 0.3666
H -1.7688 -0.8685 0.1679
H -1.7200 -3.5339 3.5085
H -4.1692 -3.3790 3.6478
H -0.3721 -1.4149 4.0943
H 1.4971 -1.3505 5.6639
H 3.7110 -2.2474 5.0427
H 4.0675 -3.1162 2.7403
H 5.6035 -4.2356 -0.7457
H 5.7450 -5.2780 -3.0062
H 3.6316 -5.6674 -4.2718
H 1.4614 -5.0289 -3.1872
C -5.4076 -1.4593 -2.8831
C -4.7964 -2.3620 -3.9573
N -3.6909 -3.1858 -3.5325
C -3.9553 -4.4862 -2.9681
C -4.1910 -4.4204 -1.4591
C -2.4409 -2.6440 -3.4794
S -1.0997 -3.6647 -3.3574
N -2.3592 -1.3541 -3.7527
C -1.6995 -0.4225 -3.1092
O -1.2577 -0.4657 -1.9429
C -1.6387 0.8932 -3.8081
C -2.6340 1.3119 -4.6802
C -2.5924 2.5877 -5.2127
C -1.5546 3.4480 -4.8904
C -0.5543 3.0247 -4.0285
C -0.5977 1.7552 -3.4855
H -6.1894 -0.8485 -3.3323
H -4.6432 -0.8060 -2.4713
H -5.8480 -2.0393 -2.0763
H -4.4253 -1.7246 -4.7665
H -5.5673 -3.0291 -4.3596
H -3.0844 -5.1147 -3.1712
H -4.8272 -4.9125 -3.4763
H -3.3257 -3.9821 -0.9679
H -4.3483 -5.4191 -1.0617
H -5.0597 -3.8110 -1.2255
H -3.4365 0.6296 -4.9190
H -3.3832 2.9146 -5.8743
H -1.5291 4.4474 -5.3084
H 0.2542 3.6943 -3.7695
H 0.1719 1.4089 -2.8082
Br 6.1454 0.1046 -5.3780
C 4.6670 -0.4080 -4.2803
C 3.8020 -1.3997 -4.7032
C 2.7538 -1.7337 -3.8544
N 2.5604 -1.1491 -2.6870
C 3.3928 -0.2034 -2.2946
C 4.4760 0.2117 -3.0580
H 3.9326 -1.8997 -5.6495
H 2.0432 -2.5020 -4.1213
H 3.1696 0.2331 -1.3310
H 5.1473 0.9817 -2.7132
C -1.2366 4.1679 0.5530
C -1.6968 4.2447 2.0110
C -1.4012 5.6502 2.5619
C -3.2234 4.0663 2.0350
C -1.0358 3.1412 2.9067
O -1.7911 3.0298 4.1129
C 0.4156 3.4248 3.3675
C 1.5063 3.8032 2.3541
C 2.8397 3.7952 3.0506
C 3.2826 4.9100 3.7518
C 4.4818 4.8886 4.4422
C 5.2481 3.7353 4.4329
Cl 6.7437 3.6957 5.3079
C 4.8317 2.6137 3.7371
C 3.6321 2.6543 3.0516
C -1.1629 1.7090 2.3048
N 0.0031 1.1493 1.6896
C 0.2287 0.8661 0.3968
N 1.3924 0.2647 0.2598
C 1.8522 0.1835 1.5251
N 1.0422 0.7086 2.4126
H -1.6472 5.0136 0.0044
H -1.5963 3.2600 0.0794
H -0.1571 4.1977 0.4617
H -2.0227 6.3779 2.0431
H -0.3644 5.9388 2.4174
H -1.6358 5.7286 3.6230
H -3.6827 4.7463 1.3218
H -3.6293 4.2790 3.0203
H -3.5087 3.0538 1.7699
H -1.7311 3.8626 4.5949
H 0.7372 2.5158 3.8829
H 0.3777 4.2223 4.1164
H 1.3324 4.8015 1.9508
H 1.5291 3.0986 1.5262
H 2.6868 5.8121 3.7610
H 4.8173 5.7553 4.9911
H 5.4275 1.7139 3.7364
H 3.3006 1.7785 2.5203
H -1.9741 1.6589 1.5814
H -1.4354 1.0682 3.1485
H -0.4388 1.0719 -0.4128
H 2.7783 -0.2847 1.7957

Cartesian forces (eV/Å) of the 2 atoms listed first:
Tl -0.4 -0.2 -0.1
C -0.2 0.0 -0.1

Record 3
DFT (wB97M-V/def2-TZVPD) results for C50H54MnN2O5SSe as an isolated structure at a distorted geometry.

Computed properties:
* spin multiplicity: 6
* total charge: -2
* E_tot: -6374.0478 a.u.
* expectation value of S²: 8.76
* M: 928.96 Da
* gap between HOMO and LUMO (spin up / spin down): 0.205 / 0.205 hartree
* E_LUMO (spin up / spin down): 4.19 / 4.17 eV
* energy above the lowest of the compared OMol25 structures with the same formula, charge and spin: 68.4 kcal per mole

Atoms and positions in Å:
Mn 0.5719 -1.0056 -1.8361
C -5.4470 4.1352 -0.1912
C -4.2097 3.6556 0.5693
C -4.6855 3.0248 1.9014
C -3.2493 4.8087 0.7222
C -3.4802 2.4986 -0.2269
C -3.2036 1.1987 0.1715
C -2.3193 0.3860 -0.5482
Se -1.9301 -1.3968 0.0049
C -0.5513 -1.2050 1.3675
C -0.7394 -0.4389 2.4593
C 0.2022 -0.6205 3.5250
C 1.2448 -1.5189 3.3935
C 1.4432 -2.3299 2.3093
C 0.6655 -1.9884 1.1249
O 0.9093 -2.3978 -0.0393
C 2.4444 -3.5318 2.3379
C 2.5769 -4.1146 3.7522
C 3.7732 -2.8957 1.9623
C 2.0680 -4.6518 1.3376
C 0.1112 0.0908 4.8591
C -0.1252 -0.9661 5.9550
C 1.4657 0.7735 5.2630
C -1.0179 1.1714 4.9859
C -1.7822 0.8186 -1.8046
O -0.9740 0.1061 -2.4637
C -2.2339 2.1182 -2.3117
C -3.2524 2.7558 -1.5972
C -1.8765 2.6679 -3.6999
C -2.1432 4.1622 -3.7025
C -2.8475 1.8757 -4.7203
C -0.3893 2.5684 -4.0297
H -6.0447 4.8695 0.3766
H -6.0161 3.2823 -0.5474
H -5.0931 4.7740 -1.0263
H -5.3852 3.6603 2.4572
H -3.8631 2.8662 2.6827
H -5.2045 2.0636 1.6989
H -3.7680 5.6300 1.2628
H -2.8445 5.0945 -0.2433
H -2.3795 4.5830 1.3365
H -3.5484 0.8473 1.1567
H -1.4749 0.3290 2.5305
H 1.9600 -1.6534 4.2816
H 3.1055 -3.4432 4.5123
H 3.2243 -5.0527 3.7077
H 1.6100 -4.5014 4.1864
H 4.3366 -2.5970 2.8328
H 3.6248 -1.9883 1.4219
H 4.4184 -3.6040 1.4149
H 1.1183 -5.1565 1.6038
H 2.9014 -5.3961 1.4275
H 1.9731 -4.3251 0.3097
H 0.4911 -1.8000 5.7854
H -1.1020 -1.3652 5.8083
H 0.1279 -0.4827 6.9146
H 2.2296 0.0312 5.3559
H 1.4186 1.3648 6.1700
H 1.7748 1.5063 4.4802
H -1.9132 0.5660 5.0608
H -1.1074 1.8938 4.1128
H -0.7616 1.6998 5.8832
H -3.7792 3.6841 -2.0450
H -3.2403 4.2567 -3.6055
H -1.8205 4.5829 -4.7107
H -1.6040 4.7585 -2.9262
H -3.9302 2.1396 -4.5810
H -2.6692 0.8335 -4.6388
H -2.5972 2.1485 -5.7220
H 0.2074 2.9583 -3.1912
H -0.1450 3.2071 -4.8891
H -0.1475 1.5677 -4.2256
C 4.8509 -1.3017 -2.7726
C 4.8970 -2.6948 -2.6534
C 3.6997 -3.4493 -2.8387
C 2.4533 -2.8106 -3.0033
C 2.3949 -1.4411 -2.7614
C 3.5999 -0.7019 -2.6789
C 1.2423 -3.5485 -3.2631
C 1.1576 -4.9685 -3.2973
C -0.0751 -5.5741 -3.5174
C -1.2391 -4.7696 -3.5592
C -2.5252 -5.2862 -3.5893
C -3.6571 -4.4132 -3.6134
C -3.4732 -3.0330 -3.7712
C -2.2117 -2.4710 -3.5671
C -1.1171 -3.3438 -3.4157
N 0.1714 -2.7716 -3.2956
H 5.7639 -0.7282 -2.8261
H 5.8580 -3.1657 -2.5441
H 3.7220 -4.5445 -2.8281
H 3.4726 0.3857 -2.5579
H 2.0685 -5.5537 -3.1711
H -0.1485 -6.6797 -3.4331
H -2.7641 -6.3104 -3.4898
H -4.6359 -4.8758 -3.4616
H -4.2326 -2.3446 -4.1865
H -2.0244 -1.3577 -3.5708
O 0.2990 3.4406 2.4665
S 0.9036 3.5918 1.1342
O 0.6365 4.8499 0.4732
N 0.4950 2.3687 0.1733
C 1.5510 1.4988 -0.0695
O 1.6156 0.4323 -0.7203
C 2.7780 2.0529 0.5373
C 4.0858 1.6180 0.4476
C 5.0958 2.3048 1.0962
C 4.7995 3.4332 1.8906
C 3.4896 3.9444 1.9471
C 2.5594 3.2623 1.2199
H 4.3065 0.7853 -0.2187
H 6.0951 1.8994 1.0405
H 5.6225 3.8497 2.4311
H 3.3179 4.8342 2.5676

Cartesian forces (eV/Å) of the 2 atoms listed first:
Mn -0.4 -0.3 0.7
C 0.6 1.1 -0.5

Record 4
DFT (wB97M-V/def2-TZVPD) results for C50H55BBr2N2NiO3SSbSi2 as an isolated structure at a distorted geometry.

Computed properties:
* spin multiplicity: 3
* total charge: -1
* E_tot: -10172.4137 a.u.
* expectation value of S²: 2.01
* M: 1171.31 Da
* gap between HOMO and LUMO (spin up / spin down): 0.232 / 0.250 hartree
* E_LUMO (spin up / spin down): 2.24 / 2.24 eV

Atoms and positions in Å:
Ni 18.9296 12.2594 12.1994
C 15.2459 12.0288 14.1970
Si 15.3209 10.4540 13.2070
C 16.1240 9.2382 14.3818
C 13.5465 9.9132 13.0297
C 16.3243 10.4774 11.5248
C 17.5737 9.6073 11.6941
C 17.3957 8.2118 11.7034
C 18.4810 7.3986 11.8138
C 19.7446 8.0026 11.9089
C 19.8635 9.3595 11.9396
N 18.7732 10.1662 11.8402
Si 15.3992 10.1508 9.8762
C 13.9769 11.3211 9.6631
C 16.5732 10.2911 8.4484
C 14.6277 8.4037 9.7156
H 15.2882 11.8149 15.2658
H 14.3092 12.5164 13.9978
H 16.0430 12.7386 13.9218
H 15.6214 9.3184 15.3620
H 17.1736 9.4018 14.5845
H 15.9900 8.1901 14.0894
H 13.1343 9.9094 14.0486
H 13.5116 8.8917 12.6506
H 12.9234 10.5174 12.3704
H 16.3745 7.8408 11.5752
H 18.4060 6.3042 11.8268
H 20.6575 7.3989 11.9900
H 20.7688 9.8866 12.1133
H 14.2561 12.3769 9.6003
H 13.2176 11.2414 10.4295
H 13.5142 11.0413 8.7128
H 16.9071 11.3172 8.3930
H 16.0813 10.0218 7.5266
H 17.4381 9.6110 8.5953
H 14.0819 8.0087 10.5849
H 15.3988 7.7025 9.4381
H 13.9319 8.3723 8.8845
C 17.4113 15.3368 12.5346
C 18.8689 15.4559 12.2233
C 19.4979 16.7369 12.1744
C 20.8083 16.8315 11.8804
C 21.5765 15.6614 11.7260
C 22.9717 15.6296 11.4681
Br 23.9696 17.2262 11.4059
C 23.6517 14.4667 11.3464
C 22.9677 13.2507 11.4471
Br 23.8834 11.6087 11.2089
C 21.5737 13.1671 11.6486
O 20.9197 12.0730 11.7026
C 20.9060 14.4286 11.7998
N 19.5615 14.3702 12.0087
H 17.2402 14.9131 13.5340
H 16.8920 14.6816 11.8412
H 16.9417 16.3197 12.4881
H 18.8757 17.6109 12.3155
H 21.3340 17.7916 11.7365
H 24.7395 14.4820 11.2113
S 16.7866 12.2417 11.2107
Sb 13.7707 14.3931 11.8181
C 13.4296 15.6537 10.1407
C 14.5101 15.9129 9.2935
C 14.4114 16.7882 8.2106
C 13.1902 17.4462 7.9635
C 12.0964 17.1960 8.8029
C 12.2227 16.3038 9.8561
C 11.7296 13.7700 12.0360
C 11.1106 13.1669 10.9270
C 9.8492 12.6292 11.0121
C 9.1363 12.6408 12.2369
C 9.7601 13.1939 13.3423
C 11.0417 13.7355 13.2467
C 13.7014 15.9641 13.3198
C 13.7120 17.3146 12.9552
C 13.9151 18.3352 13.8932
C 14.0646 18.0145 15.2327
C 14.0873 16.6598 15.6237
C 13.9346 15.6779 14.6616
H 15.4640 15.4255 9.4559
H 15.2829 16.9660 7.5800
H 13.0965 18.1236 7.1234
H 11.1445 17.7267 8.6181
H 11.3797 16.1278 10.5322
H 11.6284 13.2034 9.9656
H 9.4424 12.1859 10.1167
H 8.1585 12.2087 12.2927
H 9.2747 13.1941 14.3048
H 11.5112 14.0949 14.1523
H 13.5827 17.6087 11.9300
H 13.8960 19.3818 13.5655
H 14.2650 18.7830 15.9820
H 14.2244 16.4254 16.7083
H 14.0038 14.6112 14.9580
C 15.4451 13.3011 19.8207
C 16.9686 13.2584 19.9467
C 17.4720 14.6841 20.1435
C 17.3621 12.4566 21.2105
C 17.5214 12.6254 18.6754
C 18.0376 11.3230 18.6646
C 18.5771 10.7282 17.5133
C 18.6057 11.4901 16.3530
O 19.0282 11.1732 15.0980
B 18.7443 12.2880 14.2398
O 18.1686 13.2774 15.1056
C 18.0588 12.7717 16.3645
C 17.5234 13.3386 17.4928
H 15.0134 13.8383 20.6873
H 15.0281 12.2889 19.8119
H 15.1562 13.7760 18.8865
H 17.1322 15.0390 21.1282
H 17.1012 15.3809 19.3888
H 18.5483 14.7511 20.1298
H 16.9012 12.9461 22.0736
H 18.4210 12.4552 21.4148
H 16.9553 11.4374 21.1956
H 17.9957 10.7408 19.5819
H 18.9601 9.7080 17.5151
H 17.0534 14.3143 17.4130

Cartesian forces (eV/Å) of the 2 atoms listed first:
Ni 0.1 0.1 -0.2
C 0.7 0.6 -0.3